# C27H21FN6O7PbS5

A structure of composition C27H21FN6O7PbS5 (ωB97M-V with the def2-TZVPD basis set, OMol25).

Values from the calculation:
Kohn-Sham gap, hartree: 0.29003
F_max, Eh/bohr: 0.003
LUMO energy, eV: -1.148
Calculated total energy, Ha: -4180.4845
ΔE to the lowest compared entry with this formula, charge and spin, kcal per mole: 14.0
HOMO energy, eV: -9.0

Structure (XYZ):
```
68
Properties=species:S:1:pos:R:3:forces:R:3
Pb 1.870063 -0.648003 -2.587439 0.03 0.02 0.04
S -3.968381 0.483026 -1.556474 0.05 0.01 0.03
C -2.580143 0.097074 -0.587586 -0.04 0.00 0.02
S -3.002314 -1.399490 -1.363472 -0.04 -0.02 0.05
S -1.528899 0.726995 0.416972 -0.01 -0.02 0.02
C -3.677019 0.244137 4.381556 0.00 0.01 0.00
C -3.304641 -1.127583 3.890512 0.01 0.00 -0.01
C -3.693981 -1.569087 2.631133 0.00 0.02 -0.03
C -3.365693 -2.835880 2.173798 -0.01 0.00 0.00
C -2.617289 -3.684219 2.975431 -0.04 0.04 -0.02
N -2.257064 -4.989821 2.544346 0.11 -0.04 0.08
C -2.027612 -5.416610 1.262001 0.00 -0.05 -0.03
O -2.295773 -6.542893 0.899371 0.00 0.00 -0.02
N -1.466296 -4.513828 0.358690 -0.13 0.06 -0.04
C -0.502001 -3.521786 0.551097 0.07 -0.04 0.05
C 0.127834 -3.253236 1.764169 0.01 0.02 -0.01
C 1.086984 -2.259118 1.816971 0.00 0.01 -0.01
C 1.423203 -1.577280 0.662162 0.06 -0.01 -0.02
N 0.851345 -1.853217 -0.507453 0.00 0.04 -0.03
C -0.087248 -2.791343 -0.561624 -0.04 0.01 0.01
C -2.227064 -3.264188 4.241623 0.00 0.00 -0.01
C -2.574353 -2.001658 4.691289 0.00 0.01 0.00
H -3.891125 0.913808 3.549176 0.00 0.00 0.00
H -2.871711 0.681493 4.971882 0.00 0.00 0.00
H -4.565294 0.204601 5.015487 0.00 0.00 0.00
H -4.278976 -0.914845 1.995435 0.02 0.02 -0.03
H -3.693592 -3.163520 1.196130 0.00 0.01 0.00
H -2.531268 -5.755441 3.141179 -0.05 0.00 -0.02
H -1.532367 -4.882711 -0.577742 0.06 -0.03 -0.01
H -0.107008 -3.828032 2.644707 -0.01 0.00 0.02
H 1.588313 -2.026336 2.746272 -0.01 0.01 0.01
H 2.193233 -0.817823 0.655313 0.02 0.04 0.02
H -0.518807 -2.993266 -1.538162 -0.01 0.00 0.00
H -1.642107 -3.927208 4.868381 0.01 0.00 0.00
H -2.258878 -1.684553 5.678226 0.00 0.00 0.00
F 2.002590 0.492922 4.013027 0.00 0.00 0.00
C 2.881116 1.147818 3.242551 0.01 0.00 0.00
C 2.523189 1.648116 2.059833 -0.06 0.00 0.01
N 3.405131 2.323766 1.246807 -0.03 0.00 0.01
C 2.968162 2.675624 -0.099592 0.01 0.01 0.00
C 2.656722 1.401631 -0.873912 0.04 0.02 -0.02
O 3.571018 0.593480 -1.127796 0.02 0.02 0.04
O 1.450860 1.190725 -1.210658 -0.01 -0.05 0.01
C 4.722106 2.532329 1.618900 0.01 -0.02 -0.02
O 5.529094 3.116844 0.937752 0.01 0.01 0.00
N 5.041712 2.015125 2.865862 0.00 0.00 0.01
C 4.241017 1.300228 3.750649 -0.02 0.01 -0.01
O 4.656603 0.880524 4.803777 0.01 -0.01 0.01
H 1.511974 1.544783 1.685136 0.01 -0.02 -0.02
H 3.782642 3.203362 -0.589706 0.00 0.00 0.02
H 2.087293 3.312807 -0.048028 -0.01 -0.02 -0.02
H 5.999377 2.160495 3.152988 0.00 0.00 -0.01
O 2.839168 3.557757 -4.032536 0.02 -0.01 -0.01
S 2.276373 2.626815 -4.964536 -0.01 0.04 0.08
O 3.088339 2.116274 -6.025897 0.00 0.01 -0.01
N 1.593590 1.365104 -4.123914 -0.05 -0.06 -0.05
C 0.289634 1.339517 -4.226544 0.02 -0.01 0.03
S -0.645461 0.158463 -3.439911 -0.05 0.01 -0.12
C -0.278609 2.421411 -5.073653 -0.01 -0.04 0.01
C -1.602324 2.672403 -5.386455 0.00 0.01 0.00
C -1.881181 3.745945 -6.222423 0.01 0.00 0.01
C -0.858578 4.542537 -6.730352 0.01 0.00 -0.01
C 0.471685 4.291852 -6.411937 -0.01 0.01 0.02
C 0.726759 3.225139 -5.577262 -0.01 0.01 -0.04
H -2.386163 2.043205 -4.985298 0.00 0.00 0.00
H -2.906918 3.967967 -6.484866 0.00 0.00 -0.01
H -1.101832 5.368888 -7.384950 0.00 0.01 0.01
H 1.270842 4.907983 -6.800411 0.01 0.00 0.00
```
Positions in Å, forces in eV/Å.

Atomic partial charges in e from the Löwdin method, atoms 1 to 8: 1.32, 0.56, -1.69, 0.50, 0.69, -0.05, -0.27, -0.04